1.
Density functional theory data (ωB97M-V/def2-TZVPD) for a structure of composition B4F16Fe in a non-equilibrium geometry.

Element x y z (Å)
Fe  -0.025932  -0.213981  0.023114
B  -2.557671  1.105344  0.727745
F  -3.782207  0.481862  0.571859
F  -1.864834  0.679670  1.862627
F  -1.748654  0.756317  -0.420721
F  -2.760926  2.503630  0.797574
B  0.282608  -1.981443  1.594905
F  0.723488  -0.694618  2.080176
F  1.102962  -2.192016  0.479788
F  0.444182  -3.011103  2.496215
F  -0.987427  -1.906849  1.040615
B  0.235425  -0.715767  -2.617983
F  -0.382438  -1.407398  -1.559693
F  1.449933  -1.273576  -3.029952
F  -0.638278  -0.597409  -3.690402
F  0.506030  0.536046  -2.055594
B  2.032440  1.574129  0.340698
F  0.686854  1.582643  0.744105
F  2.312047  0.324288  -0.160582
F  2.092594  2.578432  -0.638528
F  2.879804  1.871799  1.414034

Forces on atoms 1 to 3 (eV/Å):
Fe 0.57 0.79 -0.15
B -0.51 0.97 0.59
F -0.24 -0.32 0.05

Computed properties:
total charge = -2
HOMO (spin up / spin down) = -5.6 / -3.4 eV
max |F| = 2.28 eV/Å
energy above the lowest of the compared OMol25 structures with the same formula, charge and spin = 18.4 kcal/mol
DFT total energy = -80602.2800 eV
orbital gap (spin up / spin down) = 11.17 / 8.94 eV
spin multiplicity = 5
LUMO level (spin up / spin down) = 5.5704 / 5.5709 eV
expectation value of S² = 6.00

***

2.
Density functional theory data (ωB97M-V/def2-TZVPD) for a structure of composition C26H18F5N7S2Y.

Element x y z (Å)
Y  -0.054536  0.049787  0.009309
C  2.617055  1.377959  3.689422
C  1.573879  1.094930  2.657068
N  1.805496  0.475896  1.547389
N  3.097156  0.120061  1.309869
C  3.277769  -0.616654  0.241615
N  4.545416  -0.955425  -0.038851
S  2.070719  -1.250388  -0.857115
C  0.186886  1.543897  2.908871
C  -0.186180  2.116269  4.116965
C  -1.496233  2.533445  4.295457
C  -2.409268  2.376111  3.267120
C  -1.972191  1.784828  2.096899
N  -0.714756  1.373561  1.922063
H  3.594611  1.096421  3.317686
H  2.409577  0.806944  4.597827
H  2.620055  2.436555  3.952436
H  5.289054  -0.607303  0.542031
H  4.756448  -1.487816  -0.861912
H  0.534626  2.240237  4.910469
H  -1.797367  2.982902  5.232310
H  -3.435164  2.699897  3.362005
H  -2.648341  1.633293  1.262640
N  -2.154514  -3.865000  1.349236
C  -2.231030  -4.064500  2.749723
C  -2.797709  -5.226115  3.240288
C  -2.869399  -5.438756  4.610720
C  -2.367272  -4.489586  5.483132
C  -1.796262  -3.324107  4.986395
C  -1.730706  -3.111235  3.621464
S  -1.023201  -1.601981  3.026907
N  -1.077136  -1.774844  1.321778
C  -1.601389  -2.798978  0.738681
C  -1.575569  -2.816286  -0.757098
C  -1.887728  -3.932492  -1.510548
C  -1.837239  -3.843656  -2.896398
C  -1.474717  -2.647584  -3.482352
C  -1.155682  -1.581202  -2.655614
N  -1.202121  -1.663308  -1.326576
H  -2.645968  -4.530777  0.779685
H  -3.182398  -5.968069  2.550164
H  -3.314746  -6.348019  4.988924
H  -2.416514  -4.648588  6.551136
H  -1.404539  -2.577993  5.666887
H  -2.140789  -4.879083  -1.055456
H  -2.074469  -4.707297  -3.502454
H  -1.424167  -2.534107  -4.555269
H  -0.850563  -0.625319  -3.064224
F  1.300141  2.309849  -2.320095
C  -0.042151  2.419900  -2.453419
C  -0.854055  1.669484  -1.629191
C  -2.203796  1.848947  -1.831324
F  -3.069229  1.130310  -1.045268
C  -2.753241  2.687465  -2.779603
F  -4.072894  2.809266  -2.932960
C  -1.889652  3.422439  -3.579239
F  -2.377774  4.250793  -4.494644
C  -0.518764  3.292221  -3.417343
F  0.305732  4.000601  -4.187120

Forces on atoms 1 to 3 (eV/Å):
Y 0.00 0.05 0.02
C 0.00 0.00 -0.02
C 0.14 0.00 0.05

Computed properties:
total charge = +1
HOMO = -10.7 eV
max |F| = 0.20 eV/Å
energy above the lowest of the compared OMol25 structures with the same formula, charge and spin = 0.0 kcal/mol
DFT total energy = -73983.6196 eV
orbital gap = 7.12 eV
LUMO level = -3.5995 eV

***

3.
Density functional theory data (ωB97M-V/def2-TZVPD) for a structure of composition C32H44BrN5NiO.

Element x y z (Å)
Ni  -0.064581  0.337073  1.702915
C  3.767222  -1.627566  0.783809
C  2.518791  -1.346837  1.346934
N  1.879611  -0.205773  1.157746
C  2.466661  0.732754  0.375570
C  3.703499  0.536518  -0.245386
C  4.357701  -0.687822  -0.019573
C  4.245778  1.563307  -1.090057
C  3.577507  2.716909  -1.291992
C  2.312295  2.953432  -0.656289
C  1.581234  4.140971  -0.834223
C  0.383968  4.297157  -0.185551
C  -0.076805  3.263613  0.634193
N  0.581213  2.133826  0.821532
C  1.764211  1.974540  0.179983
H  4.232915  -2.583961  0.972757
H  2.014120  -2.102545  1.933693
H  5.316697  -0.877043  -0.485402
H  5.202583  1.387858  -1.564372
H  3.984001  3.487411  -1.933972
H  1.968486  4.917056  -1.482482
H  -0.212034  5.190450  -0.304108
H  -1.018781  3.381097  1.154151
N  -0.349962  2.327972  6.246914
C  -0.770479  1.387077  5.129444
C  -2.206238  1.697464  4.739754
C  -2.697583  0.738496  3.649157
N  -2.023816  1.018831  2.371028
C  -2.486241  -0.717257  4.065693
C  -1.067879  -1.037341  4.533636
N  -0.128656  -1.046725  3.392594
C  -0.613198  -0.046311  5.609516
H  -0.445668  3.307547  5.970924
H  0.620571  2.173006  6.527862
H  -0.934428  2.185403  7.074705
H  -0.090159  1.600468  4.304090
H  -2.306802  2.734619  4.404550
H  -2.853339  1.573338  5.614391
H  -3.772751  0.902388  3.540500
H  -2.230356  1.970650  2.081771
H  -2.412218  0.437338  1.619132
H  -2.766435  -1.384442  3.246667
H  -3.171367  -0.937053  4.887686
H  -1.078489  -2.029496  4.991525
H  -0.387367  -1.819437  2.767365
H  0.807501  -1.275502  3.715442
H  0.418377  -0.254453  5.910365
H  -1.246858  -0.200143  6.489158
C  0.438375  -2.482112  -5.613428
C  0.585609  -3.251921  -4.302154
C  2.078678  -3.517180  -4.057734
C  -0.155621  -4.589722  -4.440125
C  0.019816  -2.471624  -3.117987
C  0.030618  -3.034134  -1.845560
C  -0.426436  -2.297925  -0.776324
Br  -0.528405  -3.243576  0.891585
C  -0.907852  -0.981917  -0.858957
O  -1.178104  -0.269073  0.235175
C  -1.058515  -0.464494  -2.167435
C  -0.549493  -1.210924  -3.234264
C  -1.729829  0.874301  -2.536799
C  -0.644233  1.871307  -2.961814
C  -2.569754  1.522822  -1.429268
C  -2.702210  0.650888  -3.709507
H  0.851812  -3.076097  -6.429132
H  0.978526  -1.533055  -5.590260
H  -0.608314  -2.281804  -5.850444
H  2.508565  -4.062405  -4.900171
H  2.236727  -4.115310  -3.158858
H  2.626406  -2.578975  -3.943755
H  0.238529  -5.150265  -5.289782
H  -1.222460  -4.428698  -4.603833
H  -0.039863  -5.212431  -3.552712
H  0.385220  -4.042231  -1.682032
H  -0.609710  -0.773258  -4.219665
H  0.030152  2.081604  -2.127595
H  -1.093583  2.812868  -3.288605
H  -0.043176  1.481059  -3.783668
H  -1.962817  1.783090  -0.567044
H  -3.372402  0.859693  -1.100792
H  -3.026339  2.431288  -1.829486
H  -2.201701  0.333190  -4.622068
H  -3.224060  1.582739  -3.935322
H  -3.446575  -0.104587  -3.453903

Forces on atoms 1 to 3 (eV/Å):
Ni -0.03 0.11 -0.10
C -0.02 0.00 -0.02
C -0.06 -0.05 -0.08

Computed properties:
total charge = +2
HOMO (spin up / spin down) = -11.8 / -11.8 eV
max |F| = 0.50 eV/Å
DFT total energy = -154471.7850 eV
orbital gap (spin up / spin down) = 6.01 / 6.00 eV
spin multiplicity = 3
LUMO level (spin up / spin down) = -5.7475 / -5.8005 eV
expectation value of S² = 2.01

***

4.
Density functional theory data (ωB97M-V/def2-TZVPD) for a structure of composition C4H6AgO3 in a non-equilibrium geometry.

Element x y z (Å)
H  -1.357577  0.474545  -0.002096
O  -0.823507  -1.538177  -0.469493
O  0.962949  -1.548124  0.826610
O  -0.010995  -3.514076  0.238526
C  -0.469968  -0.142980  -0.098642
C  0.586199  -0.240365  0.735933
C  0.101282  -2.334719  0.013355
H  1.275485  0.508495  1.114968
Ag  -0.661953  -5.049503  1.753950
H  0.413699  1.685943  -1.291933
C  0.071898  2.675046  -0.798873
H  0.802717  3.419283  -1.136748
H  -0.936673  2.872273  -1.182789
H  0.046444  2.732360  0.297233

Forces on atoms 1 to 3 (eV/Å):
H 0.51 0.23 -0.98
O 0.97 1.36 -0.36
O 0.23 -1.30 -1.51

Computed properties:
total charge = +1
HOMO = -13.4 eV
max |F| = 4.92 eV/Å
energy above the lowest of the compared OMol25 structures with the same formula, charge and spin = 29.2 kcal/mol
DFT total energy = -14377.4011 eV
orbital gap = 7.41 eV
LUMO level = -5.9874 eV

***

5.
Density functional theory data (ωB97M-V/def2-TZVPD) for a cluster of 2 separate species, C5H9NO5 in total in a non-equilibrium geometry.

Element x y z (Å)
C  1.252412  -2.364607  0.134657
C  0.770450  -0.962374  -0.144828
C  -0.782068  -1.006100  -0.003989
O  -1.150149  0.363640  -0.069623
C  -2.417334  0.776539  -0.166713
O  -3.390392  0.040856  -0.471772
C  -2.556566  2.228961  0.119463
O  0.566014  -0.754940  -1.433238
O  3.566024  2.460328  0.710763
N  4.010011  1.486092  0.065094
O  5.127956  1.533855  -0.496898
H  0.763981  -2.903264  0.962865
H  0.981392  -2.946283  -0.753136
H  2.336857  -2.474212  0.280531
H  1.188030  -0.215910  0.523613
H  -1.203115  -1.649185  -0.797059
H  -1.145162  -1.454989  0.949612
H  -1.612859  2.716801  0.397591
H  -3.011394  2.760170  -0.732002
H  -3.294089  2.364622  0.925078

Forces on atoms 1 to 3 (eV/Å):
C 0.56 -1.49 0.01
C -1.50 -2.02 1.16
C -1.56 -0.32 1.29

Computed properties:
HOMO (spin up / spin down) = -10.3 / -10.4 eV
max |F| = 6.42 eV/Å
energy above the lowest of the compared OMol25 structures with the same formula, charge and spin = 148.8 kcal/mol
DFT total energy = -17051.4978 eV
orbital gap (spin up / spin down) = 9.11 / 7.14 eV
LUMO level (spin up / spin down) = -1.2091 / -3.2326 eV

***

6.
Density functional theory data (ωB97M-V/def2-TZVPD) for a cluster of 2 separate species, C3H9N2O3P in total in a non-equilibrium geometry.

Element x y z (Å)
C  -1.787975  -2.237678  -0.277935
C  -2.055799  2.081712  -0.210302
C  4.217982  0.197558  -0.417986
N  1.972429  -0.130393  0.579075
N  3.176128  0.087216  0.302703
O  -1.048161  -0.143744  1.705861
O  -1.421606  -0.952048  -0.707441
O  -0.796075  1.445736  -0.346437
P  -0.563961  -0.006430  0.322940
H  -0.932416  -2.913055  -0.301849
H  -2.549256  -2.602204  -0.967903
H  -2.187144  -2.205364  0.734401
H  -2.541556  1.793234  0.725381
H  -2.699566  1.817673  -1.054461
H  -1.869782  3.157368  -0.210656
H  5.162381  0.109685  0.089391
H  4.208839  0.365594  -1.487404
H  1.715531  0.135144  1.522621

Forces on atoms 1 to 3 (eV/Å):
C -0.25 -0.77 0.22
C -0.60 0.31 0.02
C -1.27 -0.04 0.00

Computed properties:
HOMO (spin up / spin down) = -8.1 / -8.4 eV
max |F| = 1.68 eV/Å
energy above the lowest of the compared OMol25 structures with the same formula, charge and spin = 45.6 kcal/mol
DFT total energy = -21665.3187 eV
orbital gap (spin up / spin down) = 7.69 / 7.86 eV
LUMO level (spin up / spin down) = -0.4575 / -0.5722 eV